70
Properties=species:S:1:pos:R:3:forces:R:3:nbo_charge:R:1 method="wB97M-V/def2-TZVPD" e_lumo_ev="-13.72 / -13.71" homo_ev="-17.8 / -17.8" charge=+3 orbital_gap_ev="4.1 / 4.1"
Hf 0.250 0.600 1.359 -1.683 2.324 -4.333 2.014
P 2.637 0.326 0.659 2.618 -0.309 -0.933 0.870
P -2.516 0.360 -1.155 -0.850 -2.176 -0.535 1.522
N 0.150 2.606 0.832 0.487 -3.311 -0.864 -0.853
C 2.681 2.193 0.814 -0.066 -0.035 0.771 -0.727
H 2.843 2.395 1.887 0.149 0.068 -0.250 0.266
H 3.600 2.455 0.255 -0.469 0.157 0.389 0.307
C 1.469 3.019 0.291 -0.204 0.421 -0.462 -0.223
H 1.588 4.091 0.576 0.449 -0.698 -0.537 0.254
H 1.470 2.879 -0.817 -0.039 0.523 0.629 0.196
C -0.971 2.929 -0.070 0.086 1.095 -0.745 -0.229
H -0.556 3.125 -1.075 -0.250 0.058 0.356 0.216
H -1.353 3.888 0.332 -0.379 -0.433 -0.593 0.250
C -2.229 1.984 -0.239 0.197 0.260 -0.006 -0.743
H -3.024 2.573 -0.751 0.511 0.000 0.351 0.312
H -2.619 1.821 0.773 -0.211 -0.258 -0.256 0.258
C -3.711 -0.470 0.002 0.239 0.219 0.216 -0.528
C -3.239 -0.672 1.443 -0.024 0.185 0.349 -0.593
H -2.943 0.249 1.953 -0.002 -0.010 -0.062 0.211
H -2.416 -1.396 1.535 -0.102 -0.038 -0.223 0.172
H -4.081 -1.065 2.031 0.283 0.037 -0.146 0.272
C -3.365 0.374 -2.781 -0.020 1.268 -0.169 -0.527
C -3.477 -0.957 -3.554 0.086 -0.115 0.175 -0.596
H -3.463 -0.720 -4.632 -0.045 -0.116 0.526 0.266
H -4.420 -1.478 -3.321 0.504 0.216 -0.174 0.238
H -2.642 -1.620 -3.339 -0.110 -0.233 -0.247 0.197
C 3.053 0.010 -1.122 -0.988 -0.098 -0.470 -0.476
C 3.199 -1.480 -1.447 0.000 -0.232 0.027 -0.615
H 3.355 -1.591 -2.530 -0.085 0.070 0.338 0.257
H 2.286 -2.029 -1.184 0.210 -0.029 0.000 0.208
H 4.060 -1.945 -0.947 -0.308 0.202 -0.214 0.229
C 3.953 -0.406 1.702 -0.259 0.064 0.671 -0.508
C 3.922 -1.944 1.679 0.076 -0.377 0.260 -0.614
H 4.124 -2.337 2.681 0.077 0.148 -0.118 0.257
H 4.691 -2.363 1.019 -0.263 0.172 0.102 0.250
H 2.957 -2.367 1.384 0.010 0.034 -0.145 0.184
C -1.085 -0.745 -1.532 -0.086 -1.046 -0.517 -0.426
C -4.735 1.058 -2.721 -0.144 0.225 -0.108 -0.628
H -5.345 0.692 -1.883 0.133 0.127 -0.255 0.213
H -4.647 2.150 -2.661 -0.174 -0.246 0.015 0.235
H -5.282 0.798 -3.637 0.120 0.291 0.218 0.265
C 4.221 0.830 -1.680 0.274 0.336 0.204 -0.627
H 4.444 0.474 -2.695 -0.159 0.067 0.259 0.267
H 3.977 1.895 -1.759 0.101 -0.179 -0.013 0.222
H 5.141 0.724 -1.093 -0.292 0.045 -0.258 0.234
C 5.348 0.147 1.407 0.378 0.153 0.124 -0.616
H 6.003 -0.080 2.260 -0.179 0.022 -0.246 0.268
H 5.794 -0.317 0.515 -0.201 0.146 0.329 0.230
H 5.343 1.236 1.288 0.123 -0.195 0.013 0.222
C -4.283 -1.783 -0.530 -0.176 -0.092 -0.175 -0.620
H -3.494 -2.507 -0.781 -0.246 0.163 0.055 0.215
H -4.923 -2.223 0.249 0.219 0.086 -0.259 0.253
H -4.917 -1.623 -1.406 0.178 -0.136 0.211 0.241
H -4.518 0.284 0.035 0.150 -0.188 0.037 0.263
H 3.655 -0.094 2.718 0.162 0.051 -0.143 0.247
H -2.646 0.995 -3.339 -0.313 0.083 -0.150 0.252
H 2.122 0.356 -1.607 0.267 -0.083 -0.089 0.238
O -0.231 -0.478 -0.430 0.464 0.520 1.634 -0.918
H -0.731 -0.784 -2.610 0.777 2.268 0.944 0.266
H -1.280 -1.844 -1.826 -0.741 0.762 2.337 0.262
C -0.377 -3.205 2.258 0.216 -0.343 0.313 -0.871
S 0.300 -1.614 2.688 3.329 -2.038 2.613 1.282
C -0.666 1.118 3.273 -1.392 -0.259 1.938 -1.198
O 1.361 -1.744 3.761 -3.032 0.334 -2.515 -0.555
H -1.363 -3.312 2.737 0.135 0.043 -0.042 0.321
H 0.319 -3.962 2.650 -0.167 0.199 0.064 0.326
H -0.468 -3.311 1.164 0.011 0.432 0.267 0.310
H -1.330 0.427 3.819 0.265 0.463 0.125 0.255
H 0.215 1.302 3.925 0.053 -0.247 -0.207 0.288
H -1.187 2.106 3.203 0.321 -0.814 -0.402 0.311

85
Properties=species:S:1:pos:R:3:forces:R:3:lowdin_charge:R:1 method="wB97M-V/def2-TZVPD" e_lumo_ev=-3.84 homo_ev=-9.1 relative_energy_kj_mol=262.9 charge=+1 orbital_gap_ev=5.3
C -1.294 -3.538 -1.734 0.683 -0.114 -0.182 0.039
C -0.471 -3.729 -2.974 0.053 0.047 0.050 -0.403
O -0.369 -4.725 -3.601 -0.158 -0.152 -0.327 0.187
N 0.430 -2.577 -3.387 -0.615 -0.568 0.924 0.064
H 0.639 -2.005 -2.543 -0.473 0.516 0.086 0.091
H 1.374 -2.956 -3.600 0.712 -0.224 -0.711 0.127
C -0.159 -1.787 -4.511 0.877 0.299 1.122 0.019
H -1.928 -4.410 -1.613 0.016 0.002 0.101 0.106
H -1.878 -2.624 -1.651 0.152 0.129 -0.161 0.078
H -0.510 -3.517 -0.967 -0.370 0.030 0.364 0.113
H -0.481 -2.471 -5.287 0.339 0.161 -0.300 0.105
H 0.658 -1.099 -4.720 -0.208 -0.097 -0.963 0.100
H -0.991 -1.182 -4.155 -0.128 -0.244 0.188 0.083
C -1.961 -2.990 5.103 0.686 -0.060 0.190 0.035
C -0.478 -2.844 5.237 -0.396 -1.187 0.196 -0.384
O 0.323 -3.704 5.207 0.513 0.255 0.007 0.205
N 0.082 -1.411 5.458 0.435 0.221 -0.251 0.096
H -0.684 -0.777 5.678 0.067 0.089 0.008 0.165
H 0.741 -1.402 6.239 -0.220 -0.420 0.175 0.181
C 0.874 -0.931 4.249 -0.799 0.496 -0.324 0.031
H -2.432 -2.720 6.052 -0.240 0.622 -0.293 0.106
H -2.175 -4.049 4.989 0.160 -0.001 -0.298 0.113
H -2.277 -2.480 4.190 -0.531 0.135 0.269 0.075
H 1.236 -1.783 3.683 0.202 0.032 0.113 0.111
H 1.664 -0.243 4.540 0.172 -0.290 0.163 0.109
H 0.159 -0.368 3.653 0.089 -0.206 -0.254 0.074
C -5.047 2.392 -3.848 -0.681 0.630 0.044 0.032
C -4.510 2.292 -2.461 -0.435 0.024 -0.288 -0.404
O -4.046 3.161 -1.817 0.215 0.189 0.395 0.182
N -4.562 0.897 -1.843 0.859 -0.124 -1.362 0.109
H -5.492 0.726 -1.449 0.293 -0.005 0.669 0.201
H -4.532 0.259 -2.644 0.031 -0.154 0.157 0.174
C -3.344 0.646 -0.968 -0.877 -1.139 0.956 0.007
H -4.335 2.051 -4.599 0.032 -0.109 0.068 0.111
H -5.268 3.448 -4.000 0.315 0.005 -0.178 0.107
H -6.012 1.899 -3.983 0.201 -0.421 0.101 0.106
H -3.646 0.916 0.040 0.395 0.367 -0.011 0.108
H -2.461 1.139 -1.350 -0.184 0.349 -0.091 0.087
H -3.175 -0.431 -0.883 -0.212 -0.017 -0.112 0.066
C -1.854 4.436 1.214 0.800 -0.013 0.459 0.046
C -0.702 3.551 0.842 -0.905 0.209 -1.127 -0.401
O -0.612 2.868 -0.119 0.200 -0.295 -0.056 0.171
N 0.481 3.622 1.762 -0.050 -0.624 0.356 0.109
H 1.122 4.344 1.418 0.076 -0.039 0.047 0.189
H 0.161 3.873 2.698 0.179 0.359 -0.053 0.175
C 1.232 2.311 1.900 0.465 -0.080 0.181 0.016
H -2.015 4.274 2.282 -0.369 0.456 -0.010 0.101
H -2.758 4.284 0.637 0.087 -0.459 -0.127 0.091
H -1.527 5.460 1.010 -0.038 0.092 0.385 0.115
H 0.587 1.529 2.288 -0.242 0.265 0.129 0.083
H 2.078 2.495 2.568 0.212 -0.307 -0.073 0.090
H 1.582 1.954 0.942 -0.054 0.297 -0.062 0.063
C 1.864 2.518 -2.768 -1.179 -0.948 0.468 0.040
C 2.762 2.676 -1.581 -0.415 0.622 -0.849 -0.401
O 2.568 3.433 -0.684 0.117 -0.122 0.299 0.151
N 4.007 1.884 -1.575 0.854 0.734 -0.488 0.107
H 4.229 1.538 -2.515 -0.491 -0.953 0.256 0.188
H 4.796 2.536 -1.461 -0.282 0.146 0.610 0.196
C 4.078 0.870 -0.427 0.547 -0.160 -0.468 0.068
H 1.723 1.477 -3.076 0.714 -0.064 -0.082 0.094
H 2.109 3.136 -3.629 0.286 0.085 0.122 0.109
H 0.858 2.745 -2.408 0.127 0.561 -0.079 0.081
H 3.486 -0.001 -0.692 -0.005 0.018 0.101 0.080
H 3.770 1.384 0.482 0.104 0.018 0.060 0.077
H 5.140 0.642 -0.412 -0.122 -0.477 0.429 0.130
O -0.822 -0.533 0.268 0.098 0.438 -0.097 0.030
C 0.523 -0.709 0.001 1.788 -0.644 0.447 -0.736
O 1.260 -0.591 1.010 -0.713 0.496 -0.404 -0.018
O 0.884 -0.997 -1.157 -0.673 0.379 -0.414 -0.021
H -0.706 -0.340 1.214 -0.708 -0.164 -0.011 0.091
O -2.016 -2.736 1.719 -0.564 0.680 -0.349 0.010
C -3.407 -2.648 1.712 -2.661 -0.433 0.912 -0.815
O -3.872 -1.924 0.771 0.810 0.288 -0.370 -0.104
O -4.072 -3.208 2.590 1.163 0.116 -0.129 -0.008
H -1.997 -2.083 0.995 1.446 -0.193 -0.192 0.036
O 4.098 -1.694 -2.203 -1.219 0.246 -0.114 0.014
C 4.376 -2.665 -3.141 1.686 -1.967 -2.609 -0.802
O 5.518 -3.088 -3.312 -0.770 0.890 0.952 0.019
O 3.357 -3.010 -3.855 -1.057 0.660 0.947 -0.113
H 3.140 -1.728 -2.423 0.332 0.701 0.932 0.060
O 3.759 -0.625 2.289 -0.029 -0.299 0.046 0.017
C 4.531 0.352 2.900 1.515 -0.012 0.342 -0.835
O 4.000 1.508 2.947 -0.792 0.250 -0.273 -0.119
O 5.645 -0.011 3.276 -0.815 0.326 -0.095 0.005
H 2.969 -0.184 1.975 -0.426 -0.142 -0.189 0.009

no.,largest force on an atom (hartree/bohr)
1,0.1011
2,0.0715